A molecular structure, C28H33NNaO2. Source: the OMol25 dataset; level of theory: ωB97M-V with the def2-TZVPD basis set.

Geometry as XYZ:
```
65
Properties=species:S:1:pos:R:3:forces:R:3:nbo_charge:R:1
C -4.689 -2.728 -4.948 0.39 0.43 0.36 -0.258
O -4.145 -1.389 -4.961 0.21 -0.07 0.42 -0.486
C -3.391 -0.968 -3.912 0.09 -0.24 0.48 0.354
C -2.943 0.382 -3.932 -0.41 -0.79 -0.33 -0.263
C -2.225 0.874 -2.867 0.29 -0.12 0.74 -0.171
C -1.862 0.044 -1.776 -0.91 -0.73 -0.58 -0.091
C -1.091 0.615 -0.687 1.87 0.31 -0.08 -0.031
C 0.102 0.161 -0.207 -0.81 0.27 -0.61 -0.234
C 0.920 1.032 0.687 -0.29 0.24 0.73 -0.218
N 2.136 1.700 0.017 0.28 0.16 0.10 -0.213
C 2.043 1.712 -1.509 -0.47 -0.18 0.66 -0.223
C 3.294 2.349 -2.094 0.31 0.12 -0.52 -0.441
C 4.222 2.874 -0.993 -0.33 -0.17 0.04 -0.191
C 3.424 3.858 -0.134 0.44 0.45 -0.13 -0.443
C 2.232 3.162 0.495 -0.50 -0.85 0.04 -0.206
C 4.632 1.684 -0.119 0.70 -0.01 -0.07 -0.443
C 3.413 0.968 0.432 -0.97 0.07 -0.03 -0.207
C 0.700 -1.155 -0.646 0.20 0.17 -1.39 0.576
C 1.078 -2.131 0.454 0.34 -0.51 -0.16 -0.757
O 0.903 -1.412 -1.829 -0.20 0.23 1.77 -0.502
C -2.271 -1.302 -1.786 0.11 0.48 -0.06 -0.175
C -3.055 -1.806 -2.817 -0.15 0.33 -0.62 -0.297
H -5.205 -2.806 -5.898 -0.04 -0.15 0.04 0.214
H -3.888 -3.482 -4.874 -0.24 0.27 -0.12 0.184
H -5.391 -2.860 -4.109 0.19 0.10 -0.29 0.188
H -3.195 1.007 -4.794 0.06 -0.25 0.36 0.239
H -1.891 1.917 -2.855 -0.23 -0.32 -0.09 0.207
H -1.418 1.600 -0.334 0.09 -0.20 -0.03 0.212
H 0.313 1.858 1.081 0.03 -0.30 -0.22 0.245
H 1.309 0.511 1.578 -0.02 0.25 -0.33 0.203
H 1.922 0.676 -1.838 -0.11 0.27 0.07 0.257
H 1.126 2.266 -1.751 0.26 -0.24 0.09 0.231
H 3.805 1.597 -2.703 0.05 0.21 0.06 0.233
H 2.976 3.151 -2.766 0.25 -0.03 0.08 0.238
H 5.103 3.356 -1.431 -0.20 -0.11 0.15 0.252
H 4.043 4.283 0.660 0.03 -0.03 -0.16 0.236
H 3.066 4.692 -0.745 0.15 -0.08 0.02 0.235
H 1.287 3.634 0.203 0.15 -0.21 0.16 0.230
H 2.296 3.128 1.588 -0.11 -0.07 -0.20 0.227
H 5.218 0.964 -0.699 0.03 0.21 0.02 0.238
H 5.255 2.007 0.721 0.02 0.07 -0.19 0.233
H 3.405 0.936 1.530 -0.03 0.03 -0.30 0.218
H 3.317 -0.055 0.046 -0.03 0.22 0.07 0.221
H 1.834 -1.663 1.138 -0.59 -0.19 -0.63 0.158
H 0.134 -2.458 0.946 0.43 0.29 -0.01 0.275
H 1.578 -3.001 0.003 -0.25 0.27 0.14 0.269
H -1.991 -1.952 -0.958 -0.17 0.16 -0.09 0.223
H -3.410 -2.842 -2.778 0.22 0.53 -0.02 0.232
C -2.825 -2.995 3.087 0.87 0.05 -0.06 -0.337
Na 1.055 -1.880 3.034 -1.13 0.06 1.16 0.967
C -2.962 -2.383 1.814 0.03 0.23 1.26 -0.247
C -2.358 -1.110 1.852 0.33 0.03 0.07 -0.410
C -1.726 -0.955 3.122 -0.19 0.05 -1.04 -0.087
C -1.979 -2.152 3.895 -0.55 -0.47 -1.00 -0.139
C -1.326 -2.288 5.127 0.34 0.01 0.20 -0.210
C -0.471 -1.283 5.580 -0.08 -0.87 0.40 -0.333
C -0.296 -0.090 4.860 0.32 0.66 -0.01 -0.339
C -0.944 0.089 3.647 0.07 0.23 -0.21 -0.297
H -3.203 -3.969 3.390 0.13 0.21 -0.17 0.213
H -3.472 -2.818 0.962 -0.14 0.11 0.15 0.208
H -2.413 -0.329 1.101 -0.08 -0.29 0.11 0.189
H -1.478 -3.190 5.715 0.05 0.15 0.05 0.219
H 0.024 -1.399 6.544 -0.13 0.03 -0.21 0.219
H 0.278 0.719 5.323 -0.19 -0.22 -0.25 0.214
H -0.931 1.049 3.117 0.19 -0.25 0.22 0.193
```
Forces are in eV/Å.

Properties
* net charge: +1
* ΔE to the lowest compared entry with this formula, charge and spin: 0.000 eV
* F_max: 0.03696 hartree/bohr
* multiplicity: 1



A molecular structure, C28H34BClN11OPtS4. Source: the OMol25 dataset; level of theory: ωB97M-V with the def2-TZVPD basis set.

Geometry as XYZ:
```
81
Properties=species:S:1:pos:R:3:forces:R:3:lowdin_spin:R:1
Pt -1.576 1.155 -2.067 -1.07 -0.23 -1.17 0.017
C -5.368 2.400 -3.300 0.02 0.04 0.02 0.001
C -4.064 2.051 -3.582 0.06 0.13 -0.08 0.005
N -3.323 2.131 -2.463 -0.27 -0.34 -0.05 0.008
N -4.148 2.513 -1.457 0.04 0.12 0.06 0.002
C -5.380 2.686 -1.943 -0.01 0.05 -0.05 0.000
B -3.490 2.743 -0.082 -0.23 0.01 0.06 0.000
N -2.147 3.498 -0.361 0.22 -0.10 -0.10 0.000
C -1.743 4.695 0.085 0.07 0.06 -0.09 0.000
C -0.487 4.969 -0.429 -0.05 0.00 0.04 0.000
C -0.169 3.867 -1.208 0.05 -0.02 -0.03 0.000
N -1.179 2.995 -1.162 0.27 -0.66 0.12 0.001
N -3.110 1.333 0.460 0.00 0.10 0.11 0.000
C -3.429 0.734 1.613 0.02 0.02 0.03 0.000
C -2.647 -0.396 1.759 0.03 0.05 -0.02 0.000
C -1.850 -0.428 0.626 -0.07 -0.06 -0.02 0.000
N -2.155 0.614 -0.161 0.04 -0.34 -0.08 -0.002
N -4.314 3.494 0.905 0.01 -0.04 0.05 0.000
C -4.008 3.759 2.213 0.03 0.05 -0.01 0.000
C -4.984 4.572 2.713 0.01 0.03 -0.02 0.000
C -5.865 4.770 1.627 0.01 -0.01 0.00 0.000
N -5.461 4.132 0.549 0.00 0.01 -0.01 0.000
H -6.192 2.471 -3.988 0.00 0.00 -0.01 0.000
H -3.619 1.801 -4.529 -0.01 -0.10 0.02 0.000
H -6.161 3.053 -1.300 0.01 0.01 0.01 0.000
H -2.379 5.282 0.727 0.00 -0.01 0.01 0.000
H 0.112 5.847 -0.261 0.00 0.00 -0.02 0.000
H 0.714 3.669 -1.793 0.00 0.00 -0.01 0.001
H -4.175 1.160 2.262 -0.01 -0.01 -0.01 0.000
H -2.643 -1.090 2.581 -0.01 -0.01 0.00 0.000
H -1.074 -1.132 0.385 -0.05 -0.04 -0.02 0.000
H -3.116 3.369 2.677 -0.01 -0.01 0.00 0.000
H -5.055 4.975 3.707 -0.01 -0.01 0.00 0.000
H -6.773 5.352 1.596 0.00 0.00 0.00 0.000
S -2.616 -0.754 -3.315 0.24 1.03 1.30 0.125
S -1.671 -0.928 -5.059 0.63 -0.09 -0.27 0.270
S -0.922 0.856 -5.651 -0.35 -0.42 -0.19 0.349
S -0.761 2.060 -4.066 0.15 0.49 0.46 0.209
C 1.591 -5.825 -0.333 0.00 0.00 0.00 0.000
C 2.496 -4.745 0.277 0.02 -0.01 -0.02 0.000
C 2.607 -5.007 1.783 0.00 0.02 0.00 0.000
C 3.887 -4.901 -0.358 0.01 -0.01 0.01 0.000
C 1.901 -3.320 0.027 0.00 0.00 -0.03 0.000
O 0.466 -3.338 0.212 0.00 0.01 0.05 0.000
C 2.418 -2.201 0.946 0.03 -0.02 0.00 0.000
C 3.879 -1.747 0.852 0.00 -0.02 0.04 0.000
C 4.081 -0.491 1.665 0.01 0.00 -0.01 0.000
C 4.707 -0.527 2.904 -0.03 0.00 0.01 0.000
C 4.857 0.623 3.667 0.00 0.00 0.00 0.000
C 4.376 1.826 3.180 0.00 0.00 0.00 0.000
Cl 4.558 3.270 4.117 -0.01 0.00 0.00 0.000
C 3.754 1.891 1.942 -0.01 -0.01 0.01 0.000
C 3.612 0.733 1.196 0.00 0.01 -0.01 0.000
C 2.052 -2.952 -1.454 -0.06 0.00 0.05 0.000
N 1.476 -1.633 -1.730 0.00 0.00 -0.12 0.001
C 0.214 -1.270 -1.632 0.02 0.00 0.04 0.002
N 0.135 0.045 -1.858 0.18 0.22 -0.14 0.004
C 1.422 0.418 -2.136 0.01 0.11 0.26 0.003
N 2.254 -0.578 -2.054 0.02 -0.02 0.04 0.001
H 2.047 -6.800 -0.160 0.01 0.00 -0.01 0.000
H 1.477 -5.716 -1.413 -0.01 0.01 0.00 0.000
H 0.597 -5.843 0.111 0.01 -0.01 0.01 0.000
H 2.865 -6.053 1.948 0.00 0.00 0.00 0.000
H 1.668 -4.826 2.316 0.00 -0.01 0.00 0.000
H 3.383 -4.400 2.251 -0.01 0.01 0.00 0.000
H 4.344 -5.819 0.012 -0.01 -0.01 -0.01 0.000
H 4.565 -4.084 -0.120 0.00 -0.01 0.01 0.000
H 3.829 -4.996 -1.444 0.00 0.01 0.00 0.000
H 0.278 -3.762 1.058 0.01 -0.01 -0.01 0.000
H 2.214 -2.494 1.978 -0.05 0.01 0.00 0.000
H 1.777 -1.332 0.768 0.03 0.02 -0.02 0.000
H 4.164 -1.556 -0.187 -0.02 -0.01 -0.01 0.000
H 4.543 -2.523 1.231 0.01 0.01 -0.01 0.000
H 5.090 -1.466 3.287 0.01 0.00 0.00 0.000
H 5.347 0.589 4.630 0.00 0.00 0.00 0.000
H 3.401 2.844 1.571 0.01 0.00 0.00 0.000
H 3.143 0.784 0.220 0.02 0.00 -0.01 0.000
H 1.520 -3.677 -2.067 0.04 -0.02 -0.02 0.000
H 3.088 -2.898 -1.772 0.01 0.04 0.03 0.000
H -0.581 -1.948 -1.380 -0.02 -0.02 -0.13 0.001
H 1.725 1.426 -2.359 0.00 -0.02 -0.07 0.002
```
Forces are in eV/Å.

Properties
* ⟨S²⟩: 0.758
* net charge: +2
* calculated total energy: -3961.6468 hartree
* F_max: 0.03268 hartree/bohr
* multiplicity: 2



A molecular structure, C28H34Br2N6OPt. Source: the OMol25 dataset; level of theory: ωB97M-V with the def2-TZVPD basis set.

Geometry as XYZ:
```
72
Properties=species:S:1:pos:R:3:forces:R:3:lowdin_charge:R:1
Pt 0.078 0.278 -0.495 0.02 0.24 0.56 1.290
N 0.588 0.069 2.856 -0.05 0.02 0.10 0.205
C 1.720 -0.007 2.169 0.07 0.01 -0.06 -0.405
N 2.853 -0.128 2.839 -0.01 0.00 0.00 0.203
C 3.977 -0.204 2.130 0.00 0.00 -0.01 -0.392
N 5.127 -0.328 2.768 0.00 -0.01 -0.01 0.223
N 4.031 -0.157 0.763 0.02 0.00 0.01 0.215
C 2.881 -0.041 0.185 -0.08 0.02 -0.18 -0.280
N 1.677 0.036 0.802 0.13 -0.07 -0.01 -0.012
C 2.819 0.026 -1.298 -0.07 -0.04 0.19 -0.179
C 3.926 -0.021 -2.117 0.01 -0.01 0.01 0.050
C 3.743 0.088 -3.491 -0.05 0.01 0.00 0.020
C 2.462 0.247 -3.998 0.05 -0.01 -0.01 0.019
C 1.388 0.286 -3.127 0.01 0.01 0.05 -0.052
N 1.583 0.167 -1.812 0.02 0.13 -0.13 -0.046
H 0.651 0.040 3.862 0.01 0.00 0.00 0.136
H -0.310 0.230 2.430 0.01 0.00 -0.06 -0.008
H 5.140 -0.365 3.774 0.00 0.00 0.00 0.136
H 5.988 -0.386 2.250 0.00 0.01 0.00 0.132
H 4.901 -0.135 -1.666 0.00 0.01 0.00 0.134
H 4.595 0.059 -4.156 0.00 0.00 0.00 0.135
H 2.282 0.349 -5.059 0.01 0.00 0.00 0.134
H 0.368 0.422 -3.461 0.00 0.03 -0.01 0.103
Br -2.600 0.521 1.275 0.17 0.00 -0.13 0.752
C -3.410 -0.772 2.485 0.02 -0.09 0.05 -0.961
Br -2.261 -2.257 2.870 -0.02 0.01 0.04 0.676
H -4.303 -1.138 1.995 -0.01 0.02 -0.01 0.015
H -3.634 -0.250 3.406 0.00 0.01 0.00 0.014
C 1.515 3.601 -0.901 0.01 0.12 -0.03 -0.043
C 0.033 3.981 -0.857 -0.01 -0.02 0.03 -0.359
C -0.595 3.647 0.496 -0.02 -0.05 -0.02 -0.066
C -0.731 3.527 -2.094 -0.07 -0.15 -0.13 -0.113
C -0.875 4.477 -3.099 0.06 -0.02 0.03 -0.018
C -1.600 4.223 -4.249 -0.01 0.00 -0.03 -0.032
C -2.238 3.004 -4.403 0.00 -0.04 -0.05 -0.010
C -2.141 2.007 -3.443 0.09 0.05 0.03 -0.129
C -2.925 0.730 -3.664 -0.06 0.00 0.03 -0.349
C -3.885 0.398 -2.519 0.02 -0.04 0.02 -0.046
C -2.029 -0.455 -4.003 -0.01 -0.03 -0.06 -0.055
C -1.343 2.263 -2.307 0.09 0.19 0.10 -0.245
O -1.287 1.321 -1.324 -0.20 -0.08 -0.21 -0.343
H 2.046 4.054 -0.063 0.00 0.01 -0.02 0.093
H 1.984 3.939 -1.826 -0.01 -0.01 0.01 0.093
H 1.654 2.524 -0.832 0.01 -0.17 0.04 0.029
H 0.010 5.070 -0.928 -0.01 0.00 0.05 0.134
H -0.460 2.601 0.787 0.04 0.02 0.00 0.004
H -1.665 3.858 0.506 0.00 -0.02 -0.01 0.094
H -0.125 4.252 1.272 0.00 0.01 0.00 0.093
H -0.424 5.452 -2.961 -0.01 -0.01 0.00 0.126
H -1.701 4.989 -5.006 0.00 -0.01 0.00 0.120
H -2.845 2.825 -5.282 0.00 0.00 0.00 0.125
H -3.535 0.921 -4.549 -0.02 0.02 0.02 0.136
H -3.345 0.056 -1.634 -0.02 0.01 -0.03 0.025
H -4.569 -0.394 -2.827 0.00 0.00 -0.01 0.089
H -4.483 1.267 -2.241 0.00 0.00 0.00 0.095
H -1.460 -0.785 -3.131 0.02 0.02 -0.01 0.041
H -1.343 -0.212 -4.820 0.00 -0.01 0.01 0.091
H -2.633 -1.301 -4.331 0.00 0.00 0.01 0.087
C 0.152 -1.844 -0.220 -0.17 -0.23 -0.17 -0.097
C -0.660 -2.454 -1.257 0.03 0.01 0.05 -0.307
C -2.042 -2.606 -1.081 -0.03 -0.03 0.00 -0.039
C -2.789 -3.302 -2.013 0.00 0.01 0.04 -0.044
C -2.164 -3.849 -3.127 0.00 0.00 -0.02 -0.039
C -0.795 -3.692 -3.324 0.01 0.00 0.00 -0.045
C -0.047 -2.994 -2.398 0.00 -0.04 0.00 -0.037
H -0.258 -1.909 0.786 0.00 0.07 0.02 0.031
H 1.196 -2.140 -0.259 0.04 0.08 0.00 0.088
H -2.511 -2.211 -0.187 0.01 0.01 -0.04 0.074
H -3.852 -3.437 -1.866 0.00 0.00 -0.01 0.123
H -2.746 -4.411 -3.847 0.00 0.00 0.00 0.125
H -0.319 -4.135 -4.189 0.00 0.01 0.00 0.121
H 1.028 -2.904 -2.523 -0.01 0.02 -0.01 0.120
```
Forces are in eV/Å.

Properties
* net charge: +2
* ΔE to the lowest compared entry with this formula, charge and spin: 0.512 eV
* F_max: 0.01183 hartree/bohr
* multiplicity: 1



> Among the records above, which one has the lowest net charge?

C28H33NNaO2